(1)
Below is a single C2H6O2 molecule, with properties calculated with the ωB97M-V functional and the def2-TZVPD basis.

Calculated values
Structure (SMILES)   CC(O)O
Kohn-Sham gap   11.15 eV
HOMO energy   -10.291 eV
E_LUMO   0.8636 eV
Energy above the lowest of the compared OMol25 structures with the same formula, charge and spin   18.3 kJ/mol

Structure (XYZ):
```
10
Properties=species:S:1:pos:R:3:forces:R:3:mulliken_charge:R:1
C -0.3999 -0.5305 -0.4568 0.1 0.3 0.4 -0.958
C 0.1053 0.3852 0.6650 -0.2 -0.7 -0.1 0.171
O -0.7360 1.4669 0.8745 -0.1 0.3 0.0 -0.507
O 1.3855 0.8950 0.3626 0.2 0.2 0.0 -0.526
H -0.3712 0.0023 -1.4052 0.0 0.1 -0.1 0.277
H 0.2204 -1.4203 -0.5304 0.1 -0.1 0.0 0.341
H -1.4230 -0.8264 -0.2453 -0.1 -0.1 0.0 0.293
H 0.1220 -0.1657 1.6192 0.0 0.1 -0.2 0.270
H -0.5826 2.0998 0.1621 0.0 0.0 0.0 0.336
H 2.0182 0.1738 0.3042 0.0 -0.1 0.0 0.304
```
Forces are in eV/Å.

=====

(2)
Below is a molecular structure, C31H42BrF5N6OPPm in a non-equilibrium geometry, with properties calculated with the ωB97M-V functional and the def2-TZVPD basis.

Calculated values
Kohn-Sham gap (spin up / spin down)   7.61 / 7.65 eV
HOMO energy (spin up / spin down)   -13.458 / -13.482 eV
E_LUMO (spin up / spin down)   -5.8441 / -5.8297 eV
Net charge   +2
Spin multiplicity   5

Structure (XYZ):
```
88
Properties=species:S:1:pos:R:3:forces:R:3:lowdin_spin:R:1
Pm 0.1470 0.1142 -0.1942 -0.6 -0.3 0.9 4.035
C 1.2651 2.0579 -2.9012 -0.2 -1.4 0.3 0.000
C -0.1834 1.6432 -3.2392 -0.4 0.1 0.0 0.000
N -1.0732 1.1472 -2.1110 0.7 0.2 -0.9 -0.007
C -2.0926 2.1471 -1.7196 0.8 -0.3 0.1 -0.001
C -1.3906 3.3000 -1.0023 -0.8 -0.2 0.2 0.000
N -0.6344 2.7796 0.1560 0.6 0.0 -0.3 -0.004
C 0.3412 3.8199 0.5715 0.4 -0.5 -1.1 0.000
C 1.0847 3.5862 1.8696 0.1 -0.8 0.3 0.000
C 1.3625 2.1282 2.2410 1.3 0.2 -0.2 0.000
N 1.9935 1.3093 1.1699 -1.0 -0.5 -0.4 -0.005
C 2.9786 1.8936 0.2681 0.1 1.1 0.6 0.000
C 3.4905 0.8223 -0.6508 -0.3 -0.2 -0.6 0.000
N 2.3562 0.2486 -1.4448 0.2 0.6 0.1 -0.006
C 2.2127 0.8321 -2.7947 0.5 -0.1 -0.9 0.000
H 1.2849 2.6097 -1.9620 0.1 0.3 -0.1 0.000
H 1.6305 2.6848 -3.7084 0.0 0.2 0.0 0.000
H -0.1857 0.8496 -3.9847 0.3 -0.1 -0.1 0.000
H -0.6736 2.4862 -3.7351 -0.1 0.0 0.2 0.000
H -1.5433 0.3211 -2.4853 -0.1 0.3 0.1 0.000
H -2.7855 1.6048 -1.0735 -0.2 0.3 0.2 0.000
H -2.6390 2.4770 -2.5969 -0.2 0.3 -0.1 0.000
H -2.1486 4.0379 -0.6939 0.2 -0.1 0.0 0.000
H -0.6909 3.8412 -1.6426 -0.1 -0.2 -0.2 0.000
H -1.3122 2.6304 0.8865 -0.2 0.1 0.5 0.000
H -0.1409 4.7682 0.6306 -0.6 0.9 0.2 0.000
H 1.0048 3.9364 -0.3100 -0.1 -0.1 0.6 0.000
H 0.4508 3.9739 2.6753 0.4 0.1 0.1 0.000
H 2.0546 4.0891 1.8516 -0.3 0.4 0.0 0.000
H 0.4322 1.6566 2.5283 -0.1 -0.3 0.2 0.000
H 2.1047 2.0653 3.0602 -0.8 0.5 0.2 0.000
H 2.4547 0.5417 1.6336 0.1 -0.3 0.1 0.000
H 3.7992 2.3410 0.8314 0.3 0.0 0.0 0.000
H 2.5149 2.7386 -0.2500 0.2 -0.3 -0.2 0.000
H 3.9382 0.0366 -0.0386 0.0 0.0 -0.2 0.000
H 4.2793 1.2274 -1.3010 -0.2 -0.2 0.1 0.000
H 2.4509 -0.7488 -1.5752 0.3 -0.2 0.1 0.000
H 1.8303 0.0286 -3.4580 0.1 0.4 0.4 0.000
H 3.2338 1.0651 -3.1921 -0.8 0.1 0.3 0.000
Br -3.8473 5.4170 4.5305 -0.2 0.2 0.3 0.000
C -3.2460 3.7881 3.8764 0.8 -1.3 -0.8 0.000
C -2.2541 3.0433 4.5357 -0.1 0.0 0.1 0.000
C -1.7102 1.8927 3.9511 0.4 0.4 0.6 0.000
C -2.1548 1.4811 2.7025 0.2 -0.1 0.4 0.000
C -3.1793 2.1529 2.0719 0.0 1.3 1.0 0.000
C -3.7197 3.3094 2.6381 0.7 -0.2 1.0 0.000
N -1.6425 0.3134 2.0455 0.5 0.8 -0.5 -0.004
C -2.0546 -0.7538 2.5608 -0.2 -1.9 -0.4 0.000
C -1.8158 -2.0945 1.9391 0.1 0.8 0.9 0.000
C -2.2621 -3.2260 2.5725 -0.9 0.4 0.5 0.000
C -2.1288 -4.4408 1.9428 0.3 -0.6 0.1 0.000
C -1.4767 -4.4938 0.7446 0.9 0.6 -1.0 0.000
C -1.0091 -3.2900 0.1764 -0.3 -0.9 0.6 0.000
N -1.1770 -2.1250 0.7803 0.7 0.7 -0.8 -0.004
H -1.8982 3.3244 5.5305 -0.2 0.1 -0.4 0.000
H -0.8977 1.3759 4.5027 -0.7 0.2 -0.5 0.000
H -3.5231 1.7805 1.1516 -0.6 -0.3 -1.1 0.000
H -4.5176 3.8468 2.1912 -0.5 0.3 -0.6 0.000
H -2.6899 -0.7415 3.4342 -0.2 0.0 0.4 0.000
H -2.8002 -3.1287 3.5050 0.1 -0.1 0.1 0.000
H -2.4598 -5.3616 2.3754 -0.3 -0.2 0.4 0.000
H -1.2358 -5.4389 0.2650 -0.3 0.2 0.0 0.000
H -0.4719 -3.2723 -0.7546 0.0 -0.1 0.0 0.000
F -2.6063 -3.7103 -6.0499 0.0 0.1 0.9 0.000
C -2.0157 -3.2864 -4.9264 0.1 0.7 -0.2 0.001
C -2.6910 -2.6120 -3.9000 -0.6 -0.5 -0.5 0.000
F -4.0159 -2.4916 -3.9361 0.1 -0.1 -0.1 0.000
C -2.0198 -2.0774 -2.8252 -0.3 0.6 1.0 0.001
F -2.7853 -1.5150 -1.8067 0.8 -0.3 -1.0 0.000
C -0.6165 -2.0556 -2.7078 -0.1 0.2 0.1 0.000
O 0.0333 -1.4441 -1.7108 -0.2 -0.4 -0.9 -0.002
C 0.0266 -2.7569 -3.7208 0.4 -0.5 -1.0 0.000
F 1.3743 -2.8984 -3.6917 -0.4 0.3 0.1 0.000
C -0.6387 -3.3319 -4.8279 0.5 0.1 0.9 0.000
F 0.0807 -3.9310 -5.7632 0.0 0.1 0.0 0.000
C 4.1726 -2.2291 1.3666 -0.7 0.6 -1.4 0.000
P 2.3938 -2.2811 0.8687 -0.4 -0.5 0.4 -0.002
C 1.7972 -3.2357 2.3397 0.1 0.0 -0.7 0.000
C 2.4350 -3.6113 -0.4109 0.5 -1.2 -0.1 0.000
H 4.4654 -3.1996 1.6758 0.3 -1.0 0.5 0.000
H 4.2926 -1.5167 2.1654 0.4 0.3 0.2 0.000
H 4.7645 -2.0106 0.4704 0.1 0.4 0.4 0.000
H 2.4720 -4.0552 2.4984 0.6 -0.4 0.2 0.000
H 0.8585 -3.7198 2.1288 -0.6 0.2 0.0 0.000
H 1.7542 -2.6577 3.2507 -0.1 0.3 0.2 0.000
H 3.3214 -4.2599 -0.1904 -0.7 0.4 -0.1 0.000
H 2.5668 -3.2722 -1.4463 -0.1 0.3 0.3 0.000
H 1.5505 -4.2907 -0.4284 0.5 0.7 0.3 0.000
```
Forces are in eV/Å.

=====

(3)
Below is 2 unconnected molecules or ions with the total composition CN5O2 in a non-equilibrium geometry, with properties calculated with the ωB97M-V functional and the def2-TZVPD basis.

Calculated values
Kohn-Sham gap   9.35 eV
HOMO energy   -4.721 eV
E_LUMO   4.6318 eV
Net charge   -1
Energy above the lowest of the compared OMol25 structures with the same formula, charge and spin   0.0 kJ/mol

Structure (XYZ):
```
8
Properties=species:S:1:pos:R:3:forces:R:3:mulliken_charge:R:1
C -1.0424 0.5262 -0.4298 -1.4 -1.8 -2.9 0.664
N 1.5638 -1.5156 -1.5615 0.1 0.1 0.5 -0.617
N 0.0567 0.4654 2.4144 1.0 -1.0 0.3 0.073
N 1.0329 -0.6071 -1.1179 0.4 -2.5 -1.7 0.913
N 0.7399 -0.3623 2.1826 -0.7 0.8 0.2 -0.098
N 0.4958 0.3683 -0.7679 -0.6 2.8 1.6 -0.651
O -1.2768 1.2663 0.4752 0.1 1.3 1.3 -0.593
O -1.7653 -0.0896 -1.2427 1.1 0.2 0.8 -0.690
```
Forces are in eV/Å.

=====

(4)
Below is a molecular structure, C29H20GaN4O2S in a non-equilibrium geometry, with properties calculated with the ωB97M-V functional and the def2-TZVPD basis.

Calculated values
Kohn-Sham gap   6.59 eV
HOMO energy   -10.271 eV
E_LUMO   -3.6824 eV
Net charge   +1

Structure (XYZ):
```
57
Properties=species:S:1:pos:R:3:forces:R:3:mulliken_charge:R:1
Ga -1.0068 -1.6418 -1.8815 0.4 0.1 1.1 0.433
C 0.0825 2.2818 5.3640 0.0 0.0 0.1 -0.903
O -0.7428 2.0309 4.2364 -0.1 -0.1 0.1 -0.417
C -0.5661 2.7933 3.1419 0.1 0.2 -0.2 0.912
C 0.4116 3.7778 3.0125 0.0 -0.1 0.2 -0.431
C 0.4958 4.5126 1.8425 -0.1 0.0 -0.3 -0.473
C -0.3481 4.2482 0.7679 -0.1 -0.5 0.5 -0.318
C -1.3462 3.2738 0.9136 -0.1 0.2 0.1 0.042
C -1.4582 2.5680 2.0880 0.0 -0.1 0.0 -0.807
N -0.1825 5.0512 -0.3803 0.0 0.2 -0.2 -0.316
N -0.4722 4.6596 -1.5189 0.3 0.9 -0.3 -0.621
C -0.8097 3.3457 -1.8612 -0.2 -1.0 -0.3 -0.310
C -1.9377 3.1066 -2.6198 0.3 0.4 0.3 -0.324
C -2.3096 1.8207 -3.0290 0.0 -0.4 -0.1 -0.950
C -1.5333 0.7331 -2.7075 -0.3 0.1 -0.2 0.816
O -1.8467 -0.5333 -3.0723 0.1 -0.2 0.0 -0.725
C -0.3447 0.9586 -1.9688 0.2 0.3 0.1 0.429
N 0.3893 -0.1497 -1.6562 -0.4 0.0 0.0 -0.065
C 1.5426 -0.0243 -1.0313 -0.1 -0.2 -0.1 0.268
C 2.0607 1.2252 -0.6908 0.0 0.3 0.0 -1.195
C 1.3233 2.3557 -0.9591 0.2 -0.2 0.0 -0.611
C 0.0633 2.2522 -1.5754 -0.2 -0.1 -0.3 0.700
H -0.2555 1.5995 6.1377 0.0 0.0 0.0 0.236
H -0.0295 3.3098 5.7143 0.0 0.0 0.0 0.374
H 1.1325 2.0814 5.1381 0.0 0.0 0.0 0.360
H 1.0983 3.9908 3.8197 0.0 0.0 0.0 0.440
H 1.2376 5.2947 1.7414 0.0 0.0 0.0 0.490
H -2.0605 3.1091 0.1181 0.0 0.0 0.1 0.515
H -2.2380 1.8305 2.2293 0.0 0.0 0.0 0.515
H -2.5737 3.9466 -2.8677 0.0 0.0 0.0 0.462
H -3.2152 1.6746 -3.6022 0.0 0.0 0.0 0.479
H 2.0848 -0.9394 -0.8211 0.0 0.0 0.1 0.463
H 3.0312 1.2998 -0.2228 0.0 -0.1 0.0 0.433
H 1.7256 3.3298 -0.7178 0.0 0.0 0.1 0.652
S 1.3452 -4.5881 0.3633 0.0 0.1 -0.1 -0.297
C 2.1596 -4.5572 -1.1772 -0.2 0.2 0.0 0.988
C 3.3329 -5.1976 -1.5549 0.0 0.0 0.0 -0.651
C 3.7995 -4.9815 -2.8366 0.0 0.0 0.1 -0.475
C 3.1053 -4.1560 -3.7268 0.0 0.0 -0.1 -0.716
C 1.9397 -3.5205 -3.3539 -0.2 0.1 0.1 -0.568
C 1.4656 -3.7198 -2.0583 0.4 -0.2 -0.1 -0.085
N 0.3404 -3.1486 -1.4901 -0.6 0.3 -0.3 -0.136
C 0.1586 -3.5012 -0.2357 0.3 -0.3 0.1 0.655
C -0.9502 -2.9703 0.5492 -0.4 0.2 0.2 0.753
C -1.1564 -3.2758 1.8926 0.2 -0.1 -0.1 -0.693
C -2.2250 -2.7002 2.5580 0.0 0.0 0.1 -0.859
C -3.0954 -1.8506 1.8874 -0.1 0.1 -0.1 -0.594
C -2.8908 -1.5435 0.5447 0.0 -0.1 0.1 -0.329
C -1.8113 -2.0950 -0.1224 0.4 0.1 -0.7 -0.060
H 3.8585 -5.8418 -0.8630 0.0 0.0 0.0 0.417
H 4.7196 -5.4536 -3.1523 0.0 0.0 0.0 0.409
H 3.4907 -4.0197 -4.7282 0.0 0.0 0.0 0.403
H 1.3926 -2.8802 -4.0350 0.1 0.0 -0.1 0.473
H -0.4884 -3.9547 2.4107 0.0 0.0 0.1 0.417
H -2.3794 -2.9126 3.6072 0.0 0.0 0.0 0.430
H -3.9378 -1.4201 2.4135 0.0 0.0 0.0 0.462
H -3.5754 -0.8845 0.0262 0.0 0.0 0.0 0.499
```
Forces are in eV/Å.

=====

Let's list energy in order: -6266.0647 -153279.6158 -12583.5035 -103659.1796 eV.